Entry 1:
A single C19H24N2O5S molecule. Source: OMol25; level of theory: wB97M-V/def2-TZVPD.

CARTESIAN COORDINATES (ANGSTROEM)
C: -3.34 -1.93 -1.63
O: -3.29 -1.34 -0.36
C: -2.89 -0.04 -0.26
C: -2.82 0.48 1.03
C: -2.42 1.79 1.24
C: -2.09 2.61 0.17
C: -1.61 4.02 0.40
C: -0.11 4.01 0.77
N: 0.64 3.27 -0.21
C: 1.22 2.08 0.07
O: 1.32 1.64 1.19
C: 1.73 1.34 -1.17
N: 2.50 0.16 -0.86
C: 1.85 -1.02 -0.48
C: 2.59 -2.21 -0.46
C: 2.00 -3.40 -0.10
C: 0.65 -3.44 0.25
O: 0.16 -4.67 0.59
C: -1.19 -4.76 1.00
C: -0.09 -2.27 0.23
C: 0.51 -1.07 -0.13
S: 4.02 0.48 -0.20
C: 3.90 0.10 1.56
O: 4.26 1.88 -0.39
O: 4.97 -0.42 -0.79
C: -2.16 2.09 -1.11
C: -2.55 0.78 -1.33
H: -4.05 -1.41 -2.29
H: -2.36 -1.95 -2.11
H: -3.69 -2.95 -1.47
H: -3.07 -0.16 1.86
H: -2.37 2.17 2.25
H: -2.16 4.48 1.22
H: -1.76 4.61 -0.50
H: 0.27 5.03 0.83
H: 0.04 3.50 1.72
H: 0.58 3.57 -1.17
H: 0.89 1.06 -1.81
H: 2.40 2.01 -1.72
H: 3.63 -2.18 -0.75
H: 2.56 -4.32 -0.09
H: -1.38 -4.15 1.89
H: -1.87 -4.45 0.20
H: -1.36 -5.81 1.23
H: -1.13 -2.26 0.50
H: -0.09 -0.18 -0.11
H: 3.80 -0.97 1.67
H: 4.82 0.45 2.02
H: 3.04 0.62 1.94
H: -1.92 2.71 -1.96
H: -2.59 0.41 -2.35

Output
- Kohn-Sham gap (eV) = 8.5
- E_HOMO (eV) = -7.9
- ΔE to the lowest compared entry with this formula, charge and spin (kcal/mol) = 60.5
- energy (eV) = -44145.1183
- SMILES string = COc1ccc(CCNC(=O)CN(c2ccc(OC)cc2)S(C)(=O)=O)cc1


Entry 2:
A single C19H24N2O5S molecule. Source: OMol25; level of theory: wB97M-V/def2-TZVPD.

CARTESIAN COORDINATES (ANGSTROEM)
C: -6.19 -0.52 1.67
C: -4.77 -0.21 1.45
O: -4.65 0.60 0.36
C: -3.23 0.98 0.02
C: -1.96 0.60 0.55
C: -0.72 1.03 0.36
C: -0.55 1.91 -0.64
N: 0.52 2.14 -1.25
C: 1.25 1.54 -2.09
C: 0.63 1.61 -3.66
C: 1.26 0.11 -1.81
O: 0.86 -0.70 -2.43
N: 1.96 -0.17 -0.68
C: 2.41 -1.24 0.19
C: 1.81 -2.41 -0.21
C: 1.93 -3.65 0.55
C: 2.82 -3.51 1.60
O: 3.05 -4.52 2.42
C: 2.61 -5.66 2.55
C: 3.27 -2.19 2.06
C: 3.20 -1.07 1.18
S: 1.56 3.25 -0.30
C: 1.74 4.76 -0.89
O: 0.61 3.41 1.11
O: 2.76 2.53 -0.11
C: -1.89 2.16 -1.54
C: -3.10 1.69 -1.09
H: -6.63 -1.12 0.62
H: -6.67 0.22 1.86
H: -6.42 -1.29 2.41
H: -4.10 -1.13 1.31
H: -4.27 0.34 2.37
H: -2.17 0.04 1.54
H: 0.07 0.57 0.85
H: 2.12 1.76 -2.41
H: 0.48 2.64 -3.65
H: 1.16 1.16 -4.25
H: -0.34 1.16 -3.40
H: 2.69 0.80 -0.33
H: 1.29 -2.63 -1.10
H: 1.66 -4.58 0.56
H: 1.48 -5.80 2.32
H: 2.96 -6.25 1.50
H: 2.98 -6.22 3.21
H: 3.74 -2.18 3.03
H: 3.56 -0.13 1.48
H: 2.24 4.68 -1.98
H: 0.75 5.21 -1.08
H: 2.13 5.38 -0.46
H: -1.91 2.76 -2.19
H: -4.00 2.13 -1.57

Output
- Kohn-Sham gap (eV) = 7.7
- E_HOMO (eV) = -7.6
- ΔE to the lowest compared entry with this formula, charge and spin (kcal/mol) = 506.8
- energy (eV) = -44125.7651
- SMILES string = CCOc1ccc(N([C@H](C)C(=O)Nc2ccc(OC)cc2)S(C)(=O)=O)cc1


Entry 3:
3 unconnected molecules or ions with the total composition C19H24N2O6S4. Source: OMol25; level of theory: wB97M-V/def2-TZVPD.

CARTESIAN COORDINATES (ANGSTROEM)
S: 1.65 -1.51 -2.88
C: -0.08 -1.49 -3.05
N: -1.34 -1.01 -3.39
C: -1.65 0.29 -2.67
C: -2.74 0.37 -1.41
C: -3.00 1.85 -0.73
C: -2.23 3.23 -1.24
C: -1.13 3.16 -2.50
C: -0.88 1.65 -3.16
S: 0.42 1.62 -4.57
C: 1.73 2.84 -3.90
C: 3.34 2.53 -4.04
C: 4.36 3.66 -3.36
C: 3.75 5.01 -2.64
C: 2.11 5.32 -2.51
C: 1.09 4.18 -3.14
N: -0.40 4.40 -3.01
H: -3.27 -0.63 -1.03
H: -3.74 1.95 0.19
H: -2.43 4.28 -0.73
H: 3.72 1.54 -4.56
H: 5.53 3.42 -3.43
H: 4.48 5.81 -2.15
H: 1.67 6.28 -2.00
H: -0.63 5.26 -2.44
C: -0.69 1.20 5.22
C: 0.35 0.19 4.74
O: 0.20 -0.09 3.36
S: 0.75 1.00 2.28
C: 0.66 -0.04 0.84
O: 2.14 1.29 2.56
O: -0.23 2.06 2.14
H: -0.51 2.18 4.77
H: -0.65 1.30 6.31
H: -1.69 0.88 4.93
H: 1.37 0.54 4.96
H: 0.20 -0.75 5.28
H: 1.36 -0.87 0.96
H: 0.93 0.56 -0.03
H: -0.36 -0.41 0.74
C: -1.05 -3.82 -0.96
C: -1.86 -4.87 -0.21
O: -1.07 -5.51 0.78
S: -0.77 -4.73 2.18
C: -0.15 -6.12 3.09
O: -2.03 -4.32 2.76
O: 0.32 -3.80 1.96
H: -0.79 -2.99 -0.31
H: -1.63 -3.43 -1.80
H: -0.12 -4.25 -1.33
H: -2.76 -4.43 0.23
H: -2.18 -5.64 -0.91
H: -0.95 -6.85 3.21
H: 0.18 -5.76 4.06
H: 0.69 -6.55 2.54

Output
- Kohn-Sham gap (eV) = 6.5
- E_HOMO (eV) = -7.8
- energy (eV) = -78678.9076
- SMILES string = S=C=Nc1cccc2c1Sc1ccccc1N2.CCOS(C)(=O)=O.CCOS(C)(=O)=O


Here are the calculated maximum force numbers, same order: 1.11, 17.34, 7.45 (eV Å⁻¹).